[1]
DFT (ωB97M-V/def2-TZVPD) results for a molecular structure, C21H21Cl2CoN6O5S.

Geometry (Å):
Co 0.219252 0.110478 0.293366
Cl 5.798541 3.618661 1.723018
C 4.735624 2.376954 1.120441
C 3.423452 2.348848 1.586743
C 2.547803 1.379066 1.121626
N 1.207806 1.231659 1.477674
C 0.551734 2.013999 2.334485
O 0.982385 2.910800 3.059143
C -0.915802 1.659056 2.367263
C -1.763899 2.311597 3.241058
C -3.104589 1.978316 3.245352
C -3.546296 0.989886 2.376139
C -2.628523 0.389609 1.534662
N -1.337249 0.712889 1.519981
C 2.999577 0.420724 0.184513
C 4.308880 0.455359 -0.265203
C 5.175308 1.440572 0.203928
Cl 6.811602 1.454982 -0.394191
N 2.012914 -0.506503 -0.159170
C 2.280293 -1.723179 -0.606691
O 3.337779 -2.197270 -1.042948
C 1.090032 -2.643119 -0.454074
C 1.107816 -3.911785 -1.024157
C 0.028082 -4.747188 -0.819314
C -1.033847 -4.296351 -0.044724
C -0.968880 -3.017630 0.478029
N 0.065991 -2.203498 0.279526
H 3.084967 3.075958 2.307322
H -1.339546 3.075913 3.876286
H -3.799405 2.483695 3.903884
H -4.586236 0.698557 2.327316
H -2.945099 -0.368397 0.833232
H 4.658373 -0.285917 -0.966358
H 1.973887 -4.201504 -1.602004
H 0.008868 -5.740944 -1.250153
H -1.892435 -4.924714 0.152049
H -1.773217 -2.619260 1.087589
N -1.770307 -0.634678 -1.333567
C -1.488437 -1.153126 -2.679263
C -0.574703 -0.185960 -3.416041
N 0.699908 -0.115025 -2.731718
H -2.476749 -1.225863 -0.909334
H -2.182067 0.295619 -1.441733
H -2.403300 -1.299268 -3.267935
H -0.993363 -2.127232 -2.591723
H -1.046674 0.797779 -3.384833
H -0.500094 -0.486477 -4.468911
H 1.121019 0.801574 -2.736611
H 1.370048 -0.800379 -3.052557
C -1.049624 4.236456 -2.052729
S -1.601020 2.867579 -1.068336
O -2.546179 2.130483 -1.913813
O -2.202171 3.440611 0.120533
O -0.377744 2.094412 -0.806258
H -1.916795 4.848617 -2.293870
H -0.587980 3.848672 -2.958764
H -0.330411 4.804287 -1.465376

Forces on atoms 1 to 6 (eV/Å):
-0.718 -0.449 0.375
-0.009 -0.021 -0.012
-0.027 -0.028 -0.009
0.038 0.049 0.032
-0.012 0.170 0.119
0.187 -0.032 -0.135

Lowest unoccupied orbital energy (alpha / beta) (eV): 2.49 / 2.49
ΔE to the lowest compared entry with this formula, charge and spin (kcal/mol): 0.0
Total charge: -1
Max |F| (Eh/bohr): 0.01801
2S+1: 2
Gap between HOMO and LUMO (alpha / beta) (eV): 6.96 / 6.92
<S²>: 0.950

Results of the natural (NBO) charge analysis, in e, for atoms 1 through 5:
1 Co 1.255
2 Cl -0.022
3 C -0.063
4 C -0.260
5 C 0.127


[2]
DFT (ωB97M-V/def2-TZVPD) results for a molecular structure, C35H53MnN4OP2 at a distorted geometry.

Geometry (Å):
C 2.738806 -0.402735 0.017340
C 1.415989 -0.115931 -1.907291
C 3.916841 -0.509957 -0.732021
C 2.622733 -0.161074 -2.716673
C 3.842381 -0.368572 -2.100188
H 4.816491 -0.685273 -0.211974
H 2.560314 -0.126907 -3.824053
H 4.762852 -0.530638 -2.720487
N 1.557660 0.012048 -0.514316
P 1.073233 -1.191485 2.137826
P -0.961637 1.365370 -1.567298
C 2.745660 -0.707265 1.491479
H 3.495667 -1.464512 1.720679
H 3.059312 0.199485 2.012575
C -1.731805 0.262917 1.889941
O -2.691715 0.184110 2.570590
C 0.254973 0.434954 -2.477450
H -0.067278 0.044352 -3.462630
C -2.841883 1.136132 -2.167508
C -0.289876 3.071654 -2.277287
C 1.121443 -3.118523 1.897826
C 1.201048 -0.776813 4.016493
C -3.635554 0.408299 -1.074174
H -3.637691 0.972681 -0.134613
H -4.678396 0.316146 -1.410557
H -3.254157 -0.596135 -0.872912
C -3.511803 2.505209 -2.363855
H -3.470372 3.090821 -1.432934
H -3.068638 3.095803 -3.178812
H -4.580157 2.362383 -2.605705
C -2.826220 0.304122 -3.445652
H -3.866519 0.070876 -3.743587
H -2.319167 0.809791 -4.279939
H -2.315859 -0.655696 -3.260938
C -0.930881 4.268830 -1.549280
H -1.039487 4.056975 -0.469119
H -0.280269 5.166384 -1.629874
H -1.915615 4.561672 -1.952777
C 1.212702 3.152334 -1.984018
H 1.405619 3.071068 -0.913690
H 1.777113 2.370451 -2.503363
H 1.616617 4.125692 -2.305929
C -0.500822 3.124391 -3.815325
H -0.820489 2.167629 -4.249968
H -1.226944 3.894549 -4.122139
H 0.451927 3.375681 -4.315306
C -0.082980 -1.247735 4.720835
H -0.109900 -0.819527 5.737765
H -0.988485 -0.903391 4.199557
H -0.132372 -2.339992 4.829076
C 1.304776 0.744121 4.181307
H 2.206056 1.149724 3.703897
H 0.430899 1.263820 3.775619
H 1.368971 0.979448 5.258669
C 2.438414 -1.372738 4.704797
H 2.567803 -0.868783 5.682024
H 2.339480 -2.445762 4.921328
H 3.356580 -1.200103 4.118038
C 1.395110 -3.477818 0.423713
H 1.391915 -4.612624 0.386245
H 0.583542 -3.063874 -0.244747
H 2.419530 -3.111918 0.085168
C -0.275819 -3.637746 2.282164
H -1.055498 -3.107546 1.709573
H -0.344492 -4.708253 2.029617
H -0.491070 -3.544251 3.356379
C 2.222528 -3.819070 2.716113
H 3.218725 -3.385874 2.532020
H 2.026120 -3.835911 3.795482
H 2.272566 -4.874963 2.398650
Mn -0.361088 0.382017 0.671927
N -1.013524 -1.274111 -0.253393
C -1.182754 -2.044695 -1.146584
C -1.330447 -2.846797 -2.291825
C -2.208425 -3.960523 -2.079993
C -0.580125 -2.844022 -3.508160
C -2.277831 -4.993504 -3.044918
H -2.818063 -3.992749 -1.121161
C -0.698333 -3.907474 -4.434920
H 0.103379 -1.980750 -3.701718
C -1.544820 -4.967139 -4.225034
H -2.927044 -5.812238 -2.878711
H -0.104392 -3.820842 -5.321450
H -1.630556 -5.740806 -4.961910
C -0.945613 5.170449 3.045998
N -0.252592 4.080415 2.396447
C 1.081160 4.000826 2.087718
C 1.329893 2.837960 1.506222
N 0.126629 2.082595 1.429190
C -0.807080 2.928888 1.956080
H -0.534089 5.339461 4.040855
H -0.812527 6.086542 2.471092
H -2.003469 4.945686 3.131262
H 1.760574 4.842042 2.326770
H 2.280690 2.429937 1.111388
H -1.898098 2.728303 2.030428

Forces on atoms 1 to 6 (eV/Å):
-0.989 0.594 -0.235
2.221 2.990 0.851
-1.555 0.116 0.114
-1.050 -1.259 -0.041
0.926 -0.360 -1.235
0.954 -0.375 0.342

Lowest unoccupied orbital energy (alpha / beta) (eV): -2.12 / -4.08
Total charge: +1
Max |F| (Eh/bohr): 0.12622
2S+1: 6
Gap between HOMO and LUMO (alpha / beta) (eV): 4.37 / 6.26
<S²>: 8.866

Results of the Mulliken charge analysis, in e, for atoms 1 through 5:
1 C -0.406
2 C 0.719
3 C -0.883
4 C -0.928
5 C -0.870


[3]
DFT (ωB97M-V/def2-TZVPD) results for a molecular structure, C25H55IN2NbO5 at a distorted geometry.

Geometry (Å):
C -4.058562 4.108748 -2.240346
C -3.546210 3.913089 -3.645394
O -4.530465 3.885342 -4.664127
C -5.660037 3.090503 -4.391667
C -5.370967 1.645742 -4.027016
O -6.028728 1.343619 -2.810345
C -6.343753 -0.023035 -2.650015
C -6.231072 -0.431705 -1.200632
O -4.998001 -1.019206 -0.873692
C -3.867519 -0.143436 -1.042160
Nb -1.903766 -1.183253 -0.342150
I -1.247310 -1.894339 -3.044622
H -4.687302 3.308223 -1.898930
H -4.529203 5.074814 -2.142243
H -3.196087 4.112510 -1.593419
H -2.903102 3.046173 -3.683789
H -2.916105 4.754092 -3.880235
H -6.296679 3.514308 -3.629512
H -6.241810 3.097373 -5.296470
H -5.760984 0.997331 -4.798028
H -4.312334 1.434929 -3.950737
H -5.642134 -0.650340 -3.181142
H -7.329339 -0.251375 -3.045542
H -6.992471 -1.176739 -1.007181
H -6.458240 0.413114 -0.559228
H -3.973897 0.747415 -0.424852
H -3.701861 0.112910 -2.079632
H -2.836817 -2.777406 -0.266558
H -0.474725 -2.106038 0.354422
H -0.945557 0.390783 -0.494236
H -2.463351 -0.770630 1.339069
C 1.114839 4.592944 4.414699
C 1.145364 3.236906 3.682204
C 2.532345 2.997175 3.089850
C 2.831898 3.903482 1.897569
C 1.741105 3.774967 0.833493
C 0.321485 3.955588 1.372583
N 0.102671 3.170736 2.621762
O -0.147711 1.940341 2.344167
C 0.030113 5.449808 1.617240
C -0.671162 3.511120 0.306538
C 0.855625 2.188915 4.748214
H 1.670648 4.519613 5.349700
H 1.573739 5.405641 3.857064
H 0.091182 4.878173 4.659013
H 2.611091 1.954608 2.767729
H 3.285209 3.139553 3.869083
H 2.934235 4.944760 2.218285
H 3.794714 3.625445 1.463601
H 1.912304 4.502193 0.037074
H 1.821270 2.786710 0.371688
H -0.922754 5.574861 2.132786
H -0.038935 5.973418 0.664139
H 0.800275 5.964479 2.189313
H -0.488655 2.495045 -0.032423
H -0.585323 4.170007 -0.558756
H -1.695813 3.564038 0.678029
H -0.139101 2.329798 5.173187
H 1.586895 2.280179 5.551384
H 0.919879 1.176125 4.357813
C 5.209535 -5.175367 1.447732
C 3.686036 -5.312788 1.256801
C 3.364853 -6.655520 0.604349
C 3.783791 -6.713645 -0.863526
C 3.171970 -5.551615 -1.648285
C 3.410780 -4.178213 -1.018544
N 3.137681 -4.190881 0.446911
O 1.880429 -4.069395 0.666987
C 4.855950 -3.713963 -1.287561
C 2.517787 -3.156123 -1.717521
C 3.092891 -5.267389 2.658501
H 5.539802 -5.823758 2.259753
H 5.790897 -5.467244 0.576716
H 5.475535 -4.151522 1.711743
H 2.288719 -6.841103 0.671291
H 3.853707 -7.454765 1.167106
H 4.874163 -6.705984 -0.954895
H 3.451178 -7.658580 -1.298830
H 3.563036 -5.546267 -2.667687
H 2.094519 -5.719420 -1.732310
H 5.077049 -2.806374 -0.725023
H 4.979326 -3.484799 -2.345658
H 5.613339 -4.459022 -1.049516
H 1.466556 -3.431305 -1.700168
H 2.813699 -3.074939 -2.763455
H 2.613333 -2.171579 -1.259105
H 3.295641 -4.308209 3.136487
H 3.541450 -6.054082 3.265453
H 2.017307 -5.426300 2.655635

Forces on atoms 1 to 6 (eV/Å):
0.383 0.081 -0.163
-0.096 0.225 0.167
0.050 0.132 -0.071
0.215 -0.202 -0.210
-0.517 -0.168 0.288
-0.079 0.284 -0.040

Lowest unoccupied orbital energy (alpha / beta) (eV): 2.44 / 2.43
Total charge: -1
Max |F| (Eh/bohr): 0.04203
2S+1: 3
Gap between HOMO and LUMO (alpha / beta) (eV): 7.09 / 7.08
<S²>: 2.008

Results of the Mulliken charge analysis, in e, for atoms 1 through 5:
1 C -0.446
2 C -0.490
3 O -0.495
4 C -0.709
5 C -0.307


[4]
DFT (ωB97M-V/def2-TZVPD) results for a single C4H5NO molecule at a distorted geometry.

Geometry (Å):
N -2.794232 0.880738 0.754011
C -1.838349 0.690258 0.131085
C -0.661991 0.515010 -0.742008
C 0.299013 -0.874763 1.030509
C 1.394336 -0.674111 0.060933
O 0.543481 0.531556 0.037523
H -0.603432 1.362573 -1.430967
H -0.759157 -0.427296 -1.287878
H 0.622464 -0.423713 1.978356
H 2.400945 -0.368107 0.360830
H 1.396922 -1.212145 -0.892394

Forces on atoms 1 to 6 (eV/Å):
1.047 -0.174 -0.700
-0.798 0.200 0.446
-0.021 0.078 -0.196
0.282 -0.086 0.220
0.043 -0.099 -0.066
-0.339 0.064 0.187

Lowest unoccupied orbital energy (eV): 0.66
ΔE to the lowest compared entry with this formula, charge and spin (kcal/mol): 124.1
Max |F| (Eh/bohr): 0.02472
2S+1: 1
Gap between HOMO and LUMO (eV): 9.36

Results of the natural (NBO) charge analysis, in e, for atoms 1 through 5:
1 N -0.280
2 C 0.256
3 C -0.154
4 C -0.224
5 C -0.145


[5]
DFT (ωB97M-V/def2-TZVPD) results for a gas-phase ion, CHN8O4 (charge -1) at a distorted geometry.

Geometry (Å):
C -1.074696 0.728296 0.544353
N 0.163458 0.202397 2.346156
N -1.728186 1.033339 1.673320
N -1.001150 0.690018 2.725443
N -1.597371 1.142161 -0.605296
N 0.183206 0.240844 0.985348
N 2.507979 -0.032898 -0.556683
N -1.255666 0.566801 -1.712543
N 1.349627 -0.373768 0.304939
O -0.482887 -0.433950 -1.743691
O -1.815020 0.862900 -2.742291
O 0.955029 -1.702754 0.324523
O 3.185914 -0.936723 -0.943515
H 0.609763 -1.986665 -0.600065

Forces on atoms 1 to 6 (eV/Å):
1.478 0.243 1.848
-0.629 0.455 0.452
-0.328 -0.299 -0.764
2.441 -0.984 -1.037
-0.422 0.944 -0.484
0.584 1.525 -1.589

Lowest unoccupied orbital energy (eV): 2.94
ΔE to the lowest compared entry with this formula, charge and spin (kcal/mol): 9.1
Total charge: -1
Max |F| (Eh/bohr): 0.06634
2S+1: 1
Gap between HOMO and LUMO (eV): 8.21
SMILES string: O=NN(O)n1nnnc1N=[N+]([O-])[O-]

Results of the natural (NBO) charge analysis, in e, for atoms 1 through 5:
1 C 0.453
2 N -0.106
3 N -0.331
4 N -0.075
5 N -0.425


[6]
DFT (ωB97M-V/def2-TZVPD) results for 2 unconnected molecules or ions with the total composition CH2F4Si at a distorted geometry.

Geometry (Å):
C -1.452669 0.624744 -0.232605
F -2.235736 0.055157 0.730759
F 1.820294 -0.649733 1.598458
F 2.318687 0.421632 -0.524484
F 1.557976 -1.944252 -0.509835
Si 1.247112 -0.550377 0.135893
H -1.445807 1.739533 0.062106
H -1.809857 0.303294 -1.260290

Forces on atoms 1 to 6 (eV/Å):
0.191 0.257 0.837
0.508 -0.192 -0.617
-0.505 -0.087 0.760
-0.358 0.318 -0.369
-0.453 -0.702 -0.381
-0.951 1.659 -0.438

Lowest unoccupied orbital energy (alpha / beta) (eV): -1.21 / -1.46
ΔE to the lowest compared entry with this formula, charge and spin (kcal/mol): 79.8
Max |F| (Eh/bohr): 0.04205
2S+1: 1
Gap between HOMO and LUMO (alpha / beta) (eV): 8.53 / 8.44

Results of the natural (NBO) charge analysis, in e, for atoms 1 through 5:
1 C -0.081
2 F -0.359
3 F -0.662
4 F -0.670
5 F -0.661


What is the 2S+1 in the second record? 6


Which of these has the lowest max |F|? C21H21Cl2CoN6O5S